DFT (wB97M-V/def2-TZVPD) results for 16 unconnected molecules or ions with the total composition C64H168N8O24 in a non-equilibrium geometry.

Calculated values
Energy above the lowest of the compared OMol25 structures with the same formula, charge and spin, kcal/mol: 72.3
Total charge: 0
Orbital gap, hartree: 0.323
M, u: 1434.08
Multiplicity: 1

Last columns: bonded neighbours and bond lengths (Å).
Cartesian coordinates (Å):
1 C 12.43120 23.32706 14.30155  O2 1.437, H10 1.072, H11 1.061, H12 1.070
2 O 12.78794 21.99490 14.70658  C1 1.437, C3 1.422
3 C 13.76722 21.33771 13.91198  O2 1.422, C4 1.503, H13 1.135, H14 1.121
4 C 15.18846 21.79865 14.07045  C3 1.503, N5 1.448, H15 1.119, H16 1.065
5 N 15.54337 22.98773 13.32497  C4 1.448, C6 1.442, H17 0.993
6 C 16.95691 23.07391 13.05507  N5 1.442, C7 1.501, H18 1.084, H19 1.101
7 C 17.66598 23.54892 14.28988  C6 1.501, O8 1.417, H20 1.073, H21 1.068
8 O 19.00359 23.92193 14.00898  C7 1.417, C9 1.396
9 C 19.32129 25.26977 13.83474  O8 1.396, H22 1.039, H23 1.103, H24 1.075
10 H 12.45932 23.93638 15.18286  C1 1.072
11 H 11.44005 23.33069 13.92284  C1 1.061
12 H 13.12105 23.77012 13.61392  C1 1.070
13 H 13.45573 21.42680 12.82424  C3 1.135
14 H 13.78324 20.28817 14.30508  C3 1.121
15 H 15.76669 20.89566 13.75152  C4 1.119
16 H 15.40044 21.99046 15.09600  C4 1.065
17 H 15.14977 23.01534 12.41406  N5 0.993
18 H 17.05749 23.71606 12.18785  C6 1.084
19 H 17.34127 22.09692 12.72190  C6 1.101
20 H 17.68458 22.72152 14.97268  C7 1.073
21 H 17.07960 24.35824 14.66749  C7 1.068
22 H 20.26756 25.46922 14.21481  C9 1.039
23 H 18.66893 25.94379 14.41422  C9 1.103
24 H 19.25840 25.44478 12.77620  C9 1.075
25 C 18.99949 17.68126 25.79866  O26 1.432, H34 1.092, H35 1.087, H36 1.078
26 O 17.57659 17.53889 25.72221  C25 1.432, C27 1.428
27 C 17.12453 16.84644 24.55821  O26 1.428, C28 1.554, H37 1.102, H38 1.096
28 C 15.75118 16.20807 24.90816  C27 1.554, N29 1.484, H39 1.095, H40 1.047
29 N 14.68227 17.22776 25.04432  C28 1.484, C30 1.426, H41 1.014
30 C 13.40736 16.97859 24.45600  N29 1.426, C31 1.530, H42 1.075, H43 1.098
31 C 13.31750 17.58608 23.05422  C30 1.530, O32 1.418, H44 1.066, H45 1.096
32 O 14.38507 17.01410 22.31740  C31 1.418, C33 1.405
33 C 14.07392 15.75906 21.76764  O32 1.405, H46 1.081, H47 1.078, H48 1.091
34 H 19.33852 18.08464 26.75500  C25 1.092
35 H 19.39024 18.42302 25.10635  C25 1.087
36 H 19.54872 16.76890 25.63088  C25 1.078
37 H 17.76997 15.99538 24.28605  C27 1.102
38 H 16.79282 17.47524 23.72385  C27 1.096
39 H 15.87522 15.66865 25.85265  C28 1.095
40 H 15.48365 15.56724 24.12403  C28 1.047
41 H 14.66613 17.48420 26.02494  N29 1.014
42 H 12.66732 17.50863 25.02740  C30 1.075
43 H 13.06848 15.93444 24.44529  C30 1.098
44 H 13.58080 18.61653 23.13221  C31 1.066
45 H 12.39881 17.25144 22.55990  C31 1.096
46 H 13.90184 15.00640 22.52411  C33 1.081
47 H 14.93622 15.47226 21.18772  C33 1.078
48 H 13.23076 15.82984 21.07877  C33 1.091
49 C 9.08847 12.21404 17.29177  O50 1.413, H58 1.106, H59 1.097, H60 1.107
50 O 10.19587 12.77688 16.61939  C49 1.413, C51 1.392
51 C 10.69611 13.83170 17.37712  O50 1.392, C52 1.572, H61 1.164, H62 1.091
52 C 12.22128 13.96978 17.02302  C51 1.572, N53 1.500, H63 1.068, H64 1.089
53 N 12.71056 15.21718 17.69747  C52 1.500, C54 1.464, H65 1.047
54 C 14.14125 15.39248 17.95579  N53 1.464, C55 1.467, H66 1.085, H67 1.100
55 C 15.09816 15.26154 16.85180  C54 1.467, O56 1.421, H68 1.115, H69 1.164
56 O 14.75299 16.03976 15.71378  C55 1.421, C57 1.407
57 C 15.68216 15.79975 14.68515  O56 1.407, H70 1.110, H71 1.107, H72 1.077
58 H 9.32361 12.06051 18.36155  C49 1.106
59 H 8.91446 11.23428 16.82885  C49 1.097
60 H 8.16891 12.80997 17.13647  C49 1.107
61 H 10.45355 13.66834 18.50398  C51 1.164
62 H 10.18049 14.73579 17.05093  C51 1.091
63 H 12.22597 13.97076 15.95539  C52 1.068
64 H 12.72441 13.10510 17.45320  C52 1.089
65 H 12.33010 15.98817 17.09937  N53 1.047
66 H 14.50024 14.67052 18.68151  C54 1.085
67 H 14.28754 16.33049 18.51133  C54 1.100
68 H 15.13646 14.21824 16.46010  C55 1.115
69 H 16.12512 15.56220 17.31016  C55 1.164
70 H 15.75445 16.64833 13.97322  C57 1.110
71 H 15.44817 14.87707 14.11948  C57 1.107
72 H 16.64220 15.50362 15.07315  C57 1.077
73 C 21.83895 16.90226 12.61553  O74 1.418, H82 1.078, H83 1.102, H84 1.084
74 O 23.20494 16.77128 12.97317  C73 1.418, C75 1.400
75 C 23.77213 17.90493 13.56742  O74 1.400, C76 1.562, H85 1.162, H86 1.081
76 C 25.16232 17.43626 14.10424  C75 1.562, N77 1.420, H87 1.124, H88 1.104
77 N 24.95585 16.44169 15.09634  C76 1.420, C78 1.468, H89 0.978
78 C 26.06160 15.60600 15.58137  N77 1.468, C79 1.472, H90 1.108, H91 1.103
79 C 26.85862 16.42285 16.51112  C78 1.472, O80 1.470, H92 1.079, H93 1.068
80 O 27.49618 17.62205 15.94814  C79 1.470, C81 1.390
81 C 28.48394 17.39810 14.99687  O80 1.390, H94 1.094, H95 1.090, H96 1.047
82 H 21.54398 15.95896 12.18511  C73 1.078
83 H 21.57229 17.62919 11.83163  C73 1.102
84 H 21.24351 16.99691 13.51646  C73 1.084
85 H 23.22379 18.33687 14.49701  C75 1.162
86 H 23.83923 18.70722 12.84619  C75 1.081
87 H 25.62765 18.37355 14.51393  C76 1.124
88 H 25.77240 17.17861 13.22128  C76 1.104
89 H 24.13078 15.92801 14.98613  N77 0.978
90 H 26.59546 15.18643 14.70586  C78 1.108
91 H 25.70287 14.72256 16.13654  C78 1.103
92 H 27.66377 15.80872 16.88512  C79 1.079
93 H 26.26337 16.77330 17.32632  C79 1.068
94 H 28.19165 16.62164 14.28367  C81 1.094
95 H 29.41741 17.04090 15.43188  C81 1.090
96 H 28.56833 18.27133 14.42538  C81 1.047
97 C 20.63911 22.75609 22.91400  O98 1.434, H106 1.127, H107 1.125, H108 1.066
98 O 19.53694 22.84863 22.00105  C97 1.434, C99 1.450
99 C 18.98256 21.56967 21.60295  O98 1.450, C100 1.485, H109 1.099, H110 1.089
100 C 17.87082 21.72464 20.63137  C99 1.485, N101 1.463, H111 1.090, H112 1.056
101 N 18.20894 22.46018 19.41261  C100 1.463, C102 1.482, H113 1.032
102 C 19.24963 21.76835 18.61608  N101 1.482, C103 1.556, H114 1.133, H115 1.077
103 C 19.67826 22.73127 17.47139  C102 1.556, O104 1.378, H116 1.113, H117 1.083
104 O 20.45496 23.70649 18.05734  C103 1.378, C105 1.430
105 C 21.73222 23.77867 17.41911  O104 1.430, H118 1.074, H119 1.100, H120 1.135
106 H 20.47362 22.11970 23.82867  C97 1.127
107 H 20.68444 23.79525 23.34214  C97 1.125
108 H 21.53793 22.40767 22.45959  C97 1.066
109 H 18.62630 21.00292 22.47415  C99 1.099
110 H 19.73914 20.92791 21.15468  C99 1.089
111 H 16.97913 22.18152 21.05963  C100 1.090
112 H 17.53158 20.74826 20.41541  C100 1.056
113 H 18.58602 23.37784 19.69709  N101 1.032
114 H 18.77489 20.77847 18.33547  C102 1.133
115 H 20.15891 21.51176 19.13406  C102 1.077
116 H 18.78017 23.24732 17.06496  C103 1.113
117 H 20.13718 22.14234 16.68673  C103 1.083
118 H 21.74364 24.01756 16.37243  C105 1.074
119 H 22.32484 22.86547 17.57423  C105 1.100
120 H 22.26123 24.67154 17.87869  C105 1.135
121 C 26.39676 21.86877 17.36933  O122 1.442, H130 1.145, H131 1.084, H132 1.132
122 O 25.01720 21.51101 17.15105  C121 1.442, C123 1.412
123 C 24.70738 20.19980 17.57510  O122 1.412, C124 1.519, H133 1.099, H134 1.075
124 C 23.34406 19.87429 16.99055  C123 1.519, N125 1.469, H135 1.103, H136 1.059
125 N 22.94490 18.49755 17.31027  C124 1.469, C126 1.455, H137 0.983
126 C 21.58231 18.26875 16.85277  N125 1.455, C127 1.518, H138 1.084, H139 1.137
127 C 21.12380 16.83084 17.01919  C126 1.518, O128 1.361, H140 1.069, H141 1.113
128 O 21.73751 16.00888 16.12417  C127 1.361, C129 1.421
129 C 21.15400 14.72030 16.26334  O128 1.421, H142 1.104, H143 1.091, H144 1.089
130 H 26.61842 21.95208 18.48915  C121 1.145
131 H 26.37714 22.86273 16.93782  C121 1.084
132 H 27.14412 21.17429 16.87941  C121 1.132
133 H 24.67023 20.20527 18.67336  C123 1.099
134 H 25.45235 19.51051 17.22025  C123 1.075
135 H 23.32736 20.07445 15.90610  C124 1.103
136 H 22.63358 20.46125 17.51283  C124 1.059
137 H 23.60201 17.88941 16.90424  N125 0.983
138 H 21.35936 18.49509 15.81659  C126 1.084
139 H 20.89638 18.95333 17.44722  C126 1.137
140 H 20.06703 16.88253 16.86408  C127 1.069
141 H 21.26312 16.57807 18.09443  C127 1.113
142 H 20.06554 14.87089 16.15196  C129 1.104
143 H 21.35588 14.39603 17.28538  C129 1.091
144 H 21.58105 14.02204 15.54458  C129 1.089
145 C 19.58329 20.42281 14.63262  O146 1.414, H154 1.078, H155 1.096, H156 1.059
146 O 18.35584 20.43581 15.33510  C145 1.414, C147 1.429
147 C 17.82739 19.14475 15.64389  O146 1.429, C148 1.552, H157 1.167, H158 1.133
148 C 16.32095 19.25381 15.99989  C147 1.552, N149 1.434, H159 1.142, H160 1.107
149 N 15.96588 19.39475 17.38253  C148 1.434, C150 1.431, H161 1.022
150 C 14.54538 19.40188 17.55178  N149 1.431, C151 1.527, H162 1.092, H163 1.180
151 C 14.10722 19.34557 19.01350  C150 1.527, O152 1.414, H164 1.105, H165 1.135
152 O 14.63257 20.49794 19.64328  C151 1.414, C153 1.437
153 C 14.46665 20.50168 21.07032  O152 1.437, H166 1.072, H167 1.092, H168 1.062
154 H 19.65974 19.66023 13.87485  C145 1.078
155 H 20.42161 20.14953 15.28331  C145 1.096
156 H 19.73593 21.33999 14.12673  C145 1.059
157 H 18.39147 18.62743 16.52478  C147 1.167
158 H 17.94363 18.48337 14.73123  C147 1.133
159 H 15.72864 18.30770 15.76078  C148 1.142
160 H 15.99182 20.18595 15.50060  C148 1.107
161 H 16.22939 20.31123 17.75015  N149 1.022
162 H 14.11107 18.58650 16.96973  C150 1.092
163 H 14.00632 20.37373 17.15546  C150 1.180
164 H 14.42498 18.38650 19.46214  C151 1.105
165 H 12.97309 19.29671 19.02060  C151 1.135
166 H 14.79098 21.45106 21.44871  C153 1.072
167 H 15.11728 19.74577 21.51456  C153 1.092
168 H 13.50646 20.19301 21.40297  C153 1.062
169 C 18.56131 20.49507 29.07038  O170 1.420, H178 1.088, H179 1.123, H180 1.060
170 O 17.74256 21.14611 28.10953  C169 1.420, C171 1.384
171 C 17.80410 20.64891 26.81970  O170 1.384, C172 1.583, H181 1.076, H182 1.156
172 C 17.07267 21.62580 25.81221  C171 1.583, N173 1.388, H183 1.128, H184 1.077
173 N 15.72486 21.94633 25.89535  C172 1.388, C174 1.431, H185 1.039
174 C 14.83158 20.84336 25.71600  N173 1.431, C175 1.522, H186 1.083, H187 1.088
175 C 13.36433 21.20388 25.53384  C174 1.522, O176 1.465, H188 1.129, H189 1.131
176 O 13.11967 21.69460 24.17561  C175 1.465, C177 1.425
177 C 11.75538 21.87964 23.80982  O176 1.425, H190 1.099, H191 1.089, H192 1.087
178 H 18.50245 21.02965 30.01629  C169 1.088
179 H 19.63414 20.48418 28.73767  C169 1.123
180 H 18.25965 19.48869 29.20753  C169 1.060
181 H 17.43347 19.64177 26.74805  C171 1.076
182 H 18.90978 20.55407 26.49737  C171 1.156
183 H 17.29274 21.42809 24.72408  C172 1.128
184 H 17.52978 22.58632 25.98162  C172 1.077
185 H 15.65924 22.28572 26.87545  N173 1.039
186 H 14.96125 20.09274 26.48538  C174 1.083
187 H 15.20753 20.49125 24.75732  C174 1.088
188 H 13.11276 21.99386 26.29954  C175 1.129
189 H 12.74301 20.26740 25.65900  C175 1.131
190 H 11.14399 21.00253 24.06455  C177 1.099
191 H 11.75531 22.04724 22.73337  C177 1.089
192 H 11.21434 22.73825 24.19808  C177 1.087
193 C 17.18539 19.36507 11.70174  C194 1.556, H196 1.150, H197 1.084, H198 1.092
194 C 16.40914 18.02660 11.87078  C193 1.556, O195 1.406, H199 1.115, H200 1.106
195 O 15.29820 18.41806 12.63768  C194 1.406, H201 0.952
196 H 18.13690 19.17494 11.08521  C193 1.150
197 H 17.55171 19.76771 12.63936  C193 1.084
198 H 16.54428 20.10624 11.22044  C193 1.092
199 H 16.99866 17.24002 12.39754  C194 1.115
200 H 16.10657 17.58285 10.90408  C194 1.106
201 H 14.59631 17.77919 12.56230  O195 0.952
202 C 9.77262 21.61719 16.74075  C203 1.539, H205 1.162, H206 1.091, H207 1.117
203 C 10.53832 20.32983 17.09316  C202 1.539, O204 1.418, H208 1.104, H209 1.086
204 O 11.26984 19.82114 15.99018  C203 1.418, H210 0.943
205 H 10.64151 22.31510 16.41004  C202 1.162
206 H 9.36132 22.06872 17.64483  C202 1.091
207 H 9.00805 21.45795 15.94190  C202 1.117
208 H 9.84310 19.51581 17.36198  C203 1.104
209 H 11.17188 20.50011 17.95860  C203 1.086
210 H 11.62159 20.52574 15.47201  O204 0.943
211 C 17.77258 17.23571 20.92277  C212 1.519, H214 1.114, H215 1.127, H216 1.134
212 C 17.86572 17.30069 19.40800  C211 1.519, O213 1.427, H217 1.107, H218 1.074
213 O 16.56903 17.06208 18.86152  C212 1.427, H219 1.020
214 H 17.73292 16.21617 21.36923  C211 1.114
215 H 16.99232 17.93405 21.34073  C211 1.127
216 H 18.72521 17.67142 21.35600  C211 1.134
217 H 18.56119 16.53612 19.01198  C212 1.107
218 H 18.32932 18.22882 19.12893  C212 1.074
219 H 16.38917 17.83537 18.22075  O213 1.020
220 C 8.60639 17.07128 20.92057  C221 1.466, H223 1.092, H224 1.096, H225 1.147
221 C 9.41046 16.94424 19.70145  C220 1.466, O222 1.436, H226 1.134, H227 1.100
222 O 10.81858 16.92937 19.98198  C221 1.436, H228 0.992
223 H 8.96171 17.91002 21.52364  C220 1.092
224 H 8.76235 16.15718 21.50402  C220 1.096
225 H 7.48295 17.19652 20.72741  C220 1.147
226 H 9.21702 17.76318 18.94079  C221 1.134
227 H 9.14476 16.05283 19.11451  C221 1.100
228 H 11.34141 16.52941 19.24004  O222 0.992
229 C 12.50505 16.91568 13.36501  C230 1.535, H232 1.104, H233 1.128, H234 1.093
230 C 11.19162 16.73749 14.13901  C229 1.535, O231 1.423, H235 1.087, H236 1.130
231 O 11.30969 16.99488 15.53361  C230 1.423, H237 0.980
232 H 12.22882 16.70763 12.31673  C229 1.104
233 H 13.21671 16.10322 13.69073  C229 1.128
234 H 12.91967 17.91694 13.50697  C229 1.093
235 H 10.87726 15.70246 14.03624  C230 1.087
236 H 10.40716 17.40177 13.66882  C230 1.130
237 H 11.26604 17.95248 15.73959  O231 0.980
238 C 14.78691 24.73323 18.25578  C239 1.503, H241 1.105, H242 1.104, H243 1.084
239 C 14.84089 23.33987 17.69436  C238 1.503, O240 1.415, H244 1.087, H245 1.107
240 O 16.16432 23.02461 17.30611  C239 1.415, H246 0.940
241 H 13.75060 25.02835 18.49994  C238 1.105
242 H 15.24693 25.40707 17.51149  C238 1.104
243 H 15.43392 24.78095 19.12390  C238 1.084
244 H 14.23219 23.37088 16.79424  C239 1.087
245 H 14.35294 22.65832 18.41813  C239 1.107
246 H 16.72486 22.95755 18.05736  O240 0.940
247 C 13.83940 24.02960 22.31742  C248 1.560, H250 1.105, H251 1.070, H252 1.076
248 C 15.39353 23.90919 22.25903  C247 1.560, O249 1.425, H253 1.053, H254 1.082
249 O 15.90839 22.88692 23.10778  C248 1.425, H255 0.971
250 H 13.37856 23.05824 22.06395  C247 1.105
251 H 13.45408 24.71504 21.59176  C247 1.070
252 H 13.52271 24.44274 23.25866  C247 1.076
253 H 15.71244 24.88907 22.47752  C248 1.053
254 H 15.74902 23.62246 21.27788  C248 1.082
255 H 15.57818 22.85926 24.02041  O249 0.971
256 C 16.94380 12.88332 21.73944  C257 1.589, H259 1.100, H260 1.110, H261 1.100
257 C 16.06317 12.12868 20.65250  C256 1.589, O258 1.425, H262 1.106, H263 1.107
258 O 16.00164 10.74722 20.99559  C257 1.425, H264 0.940
259 H 17.02976 13.95811 21.52310  C256 1.100
260 H 17.96836 12.45750 21.71842  C256 1.110
261 H 16.47114 12.88494 22.73220  C256 1.100
262 H 16.49554 12.26224 19.64323  C257 1.106
263 H 15.04942 12.57151 20.70354  C257 1.107
264 H 15.57378 10.20646 20.35724  O258 0.940